48
Properties=species:S:1:pos:R:3 method="wB97M-V/def2-TZVPD" homo_ha="-0.1527 / -0.1527" multiplicity=1 gap_ha="0.2465 / 0.2465" de_lowest_kcal_mol=32.6 charge=-1
Pd -0.225 0.245 -1.601
C 0.450 0.529 2.618
C 0.624 0.594 1.123
N -0.317 0.176 0.344
N -1.441 -0.418 0.975
C -1.943 -1.377 0.270
S -1.382 -1.989 -1.235
S -3.331 -2.175 1.103
C -2.435 -3.707 1.476
C -1.398 -3.551 2.555
C -0.058 -3.433 2.198
C 0.924 -3.272 3.170
C 0.574 -3.224 4.511
C -0.766 -3.330 4.876
C -1.742 -3.490 3.904
C 1.888 1.118 0.596
C 2.593 2.069 1.353
C 3.807 2.578 0.948
C 4.352 2.103 -0.256
C 3.700 1.156 -1.007
C 2.449 0.605 -0.610
O 1.904 -0.340 -1.293
H -0.290 -0.209 2.901
H 0.106 1.501 2.983
H 1.405 0.308 3.091
H -1.960 -4.017 0.545
H -3.197 -4.443 1.736
H 0.211 -3.453 1.146
H 1.961 -3.177 2.873
H 1.337 -3.102 5.270
H -1.049 -3.284 5.921
H -2.787 -3.556 4.188
H 2.152 2.432 2.275
H 4.320 3.323 1.541
H 5.306 2.488 -0.602
H 4.122 0.779 -1.930
Cl -0.078 0.314 -3.984
C -0.990 1.741 -4.485
C -1.083 1.942 -5.848
C -1.777 3.044 -6.317
C -2.355 3.907 -5.397
C -2.238 3.666 -4.040
Cl -2.998 4.807 -2.961
C -1.543 2.563 -3.504
S -1.412 2.310 -1.788
H -0.616 1.242 -6.529
H -1.866 3.230 -7.379
H -2.906 4.779 -5.724